1.
DFT (ωB97M-V/def2-TZVPD) results for C37H43NiO3Si as an isolated structure.

Properties
Electronic energy   -3459.17085 Eh
⟨S²⟩   2.028
HOMO-LUMO gap (alpha / beta)   0.2339 / 0.2349 hartree
Charge   -1
Highest occupied orbital energy (alpha / beta)   -0.14381 / -0.14485 Eh
ΔE to the lowest compared entry with this formula, charge and spin   0.0 kcal per mole
Spin multiplicity   3

XYZ file:
```
85
Properties=species:S:1:pos:R:3:lowdin_charge:R:1
Ni -0.71 -0.71 -0.06 0.60
C -0.45 0.06 -7.26 -0.08
C 1.06 5.33 3.97 -0.11
H 0.02 0.96 -1.51 0.08
C -3.40 -1.15 1.69 -0.15
H -1.98 1.20 -6.13 0.12
O -1.04 -0.46 -5.19 -0.09
C -0.24 -2.68 -0.69 -0.22
H -2.52 -1.44 -7.42 0.09
H -1.02 0.62 -2.95 0.10
C -2.34 0.44 5.60 -0.10
H -3.27 1.06 1.97 0.10
H 1.34 -1.49 -5.46 0.07
C 1.59 1.88 -4.24 -0.20
C -2.64 0.21 -0.02 -0.23
C 0.46 2.23 -3.23 -0.15
C -2.76 -1.17 -0.53 -0.23
H 2.54 2.11 -3.73 0.11
H -3.82 -1.48 2.64 0.08
C 4.32 -0.42 3.31 -0.10
H 0.58 -3.52 2.47 0.10
C -1.45 1.00 4.67 -0.09
H 0.87 2.82 -2.40 0.11
H 2.07 2.18 4.81 0.10
H 2.29 -1.79 1.39 0.08
H 5.30 -0.30 2.83 0.09
H 1.87 -0.13 -2.46 0.11
H 1.75 -1.69 -1.24 0.08
H -0.34 3.46 1.47 0.10
C -1.66 -2.05 -7.11 -0.04
O 0.18 0.73 1.01 -0.34
C 1.03 -1.95 -0.46 -0.20
H -1.31 -4.11 0.66 0.09
C 1.66 4.30 4.71 -0.10
H 3.26 0.73 1.83 0.11
H -2.51 1.10 -0.64 0.09
H -0.35 2.81 -3.70 0.10
C 1.92 -0.01 3.35 -0.25
C 0.18 3.69 2.41 -0.09
H -2.75 -1.43 -1.60 0.09
H 2.28 4.53 5.58 0.09
H 1.15 6.37 4.31 0.09
C -0.60 -1.21 -6.38 -0.55
C -1.18 -1.15 3.64 -0.13
C 0.47 -3.07 1.49 -0.15
H 0.87 -0.95 5.00 0.10
C 1.83 -0.78 4.51 -0.08
C 2.96 -1.41 5.06 -0.09
C 0.31 5.03 2.83 -0.10
H -1.97 -2.95 -6.57 0.08
C 1.53 2.97 4.28 -0.08
H -2.77 1.08 6.38 0.09
C 0.75 2.66 3.15 -0.24
H 1.53 2.40 -5.21 0.11
H -1.14 0.05 -8.12 0.11
C -0.53 -3.37 0.53 -0.15
O 1.60 0.45 -4.45 -0.18
H -0.12 5.84 2.24 0.09
H 0.65 -1.09 -3.38 0.11
H 0.34 -2.97 -5.62 0.09
Si 0.47 0.90 2.57 0.43
H -0.73 -2.80 -1.66 0.10
H -1.19 -2.39 -8.05 0.09
H -0.76 -1.78 2.85 0.08
C 1.04 -0.07 -3.20 -0.19
C 3.18 0.17 2.76 -0.12
H 0.59 0.24 -7.53 0.11
H -3.37 -3.06 0.53 0.09
C -0.98 0.75 -6.01 -0.15
H 2.84 -2.05 5.93 0.10
H -1.22 2.07 4.69 0.09
C -0.87 0.21 3.69 -0.24
C 4.21 -1.24 4.45 -0.11
H 1.14 -2.27 -7.05 0.09
C -3.11 0.18 1.34 -0.12
H -3.42 -1.34 6.19 0.09
C -2.10 -1.72 4.53 -0.11
C 0.63 -2.02 -6.11 -0.02
H 5.09 -1.75 4.86 0.09
C -2.69 -0.90 5.50 -0.11
H -2.38 -2.77 4.42 0.11
C 1.39 -2.17 0.91 -0.13
H -0.29 1.51 -5.60 0.08
C -0.01 0.90 -2.61 -0.15
C -3.18 -1.98 0.57 -0.15
```

---

2.
DFT (ωB97M-V/def2-TZVPD) results for C37H43O3SiZr as an isolated structure.

Properties
Electronic energy   -1997.76316 Eh
HOMO-LUMO gap   0.2753 hartree
Charge   +1
Highest occupied orbital energy   -0.40621 Eh

XYZ file:
```
85
Properties=species:S:1:pos:R:3:lowdin_charge:R:1
C -1.03 -2.91 -0.17 -0.16
H 2.35 -2.69 -1.45 0.10
C -0.68 -1.92 -4.95 -0.05
C -0.97 -2.05 0.99 -0.31
C 0.19 2.63 -6.30 -0.15
O -0.19 -1.16 -3.00 -0.16
C 1.27 0.99 3.90 -0.26
H 1.88 -1.02 2.56 0.12
H -2.44 -0.46 1.63 0.09
C -2.74 -1.36 -0.38 -0.07
H -1.47 0.06 -4.19 0.11
H -0.45 2.25 -4.20 0.10
C 2.21 -1.95 -0.66 -0.16
Si -0.29 1.00 2.91 0.49
C 1.73 -2.22 -4.21 -0.01
H 0.42 -3.86 -2.25 0.06
H -0.89 2.66 -6.49 0.11
H 1.11 3.05 -4.38 0.11
H -2.26 -1.38 -3.47 0.11
H 1.56 -0.47 -6.37 0.09
C -0.02 -3.65 -3.24 -0.02
H -2.60 -3.17 -1.74 0.11
C -3.75 -0.59 4.52 -0.06
H 4.41 2.30 3.67 0.11
Zr 0.25 -0.49 -0.16 1.79
H -1.09 -3.85 -3.20 0.08
C -0.91 2.71 2.97 -0.26
C 0.81 1.50 -7.15 -0.17
C -1.73 4.74 1.94 -0.08
H -0.01 0.96 -7.64 0.11
H -4.77 -0.23 4.66 0.11
H -4.18 -2.60 5.21 0.11
H 1.79 -2.97 -5.01 0.11
C 0.46 2.26 -4.81 -0.20
C -1.34 -1.00 -3.93 -0.11
C 1.41 0.31 5.11 -0.09
H -0.44 -3.82 -0.29 0.11
C 2.64 0.26 5.78 -0.06
H -2.00 5.30 1.05 0.10
C 1.84 -2.26 0.69 -0.15
H 4.70 0.97 5.79 0.11
H 2.40 -2.55 -3.41 0.08
H -0.76 2.74 5.13 0.11
H -1.60 5.06 5.35 0.11
H 0.54 -0.20 5.53 0.09
H 0.63 3.58 -6.62 0.11
H -1.27 -2.77 -5.24 0.12
C -2.77 0.30 4.05 -0.09
C 3.58 1.71 4.08 -0.07
C -1.03 3.30 4.23 -0.09
C -3.41 -1.91 4.84 -0.07
C 2.46 -0.01 0.61 -0.18
O 1.08 0.96 -4.73 -0.19
H -0.50 -2.29 1.94 0.10
H -2.26 6.35 3.30 0.11
C -2.08 -2.32 4.74 -0.07
H -3.64 -0.82 -0.69 0.12
H 3.07 -0.03 -1.55 0.13
C 0.30 -2.27 -3.80 -0.57
C -1.11 -1.44 4.23 -0.13
H -1.78 -3.32 5.08 0.11
C -1.87 5.33 3.21 -0.07
H -1.14 2.98 0.83 0.09
C -2.07 -1.11 0.84 -0.17
H 2.74 -0.32 6.70 0.11
H -0.06 -1.77 4.20 0.10
C 3.74 0.96 5.26 -0.07
C -1.46 -0.15 3.81 -0.25
H 2.81 0.96 0.96 0.11
H 2.68 0.89 -6.28 0.13
H 1.60 -3.24 1.10 0.14
H 1.98 -1.26 -4.67 0.06
C 1.96 -1.07 1.47 -0.16
C -1.50 4.61 4.36 -0.07
C -1.24 3.43 1.82 -0.08
C 1.60 0.63 -6.16 -0.13
O -0.12 0.73 1.30 -0.46
H 2.22 2.34 2.50 0.11
H 1.43 1.93 -7.94 0.11
C 2.60 -0.55 -0.71 -0.17
H -3.01 1.35 3.87 0.11
H -0.15 -1.43 -5.79 0.11
C 2.35 1.74 3.41 -0.11
H 0.43 -4.40 -3.90 0.10
C -2.16 -2.53 -0.96 -0.10
```

---

3.
DFT (ωB97M-V/def2-TZVPD) results for C37H44AuCl3N8O3PS2Si as an isolated structure.

Properties
Electronic energy   -5043.86742 Eh
HOMO-LUMO gap   0.2380 hartree
Charge   -1
Highest occupied orbital energy   -0.19718 Eh

XYZ file:
```
100
Properties=species:S:1:pos:R:3:lowdin_charge:R:1
C 1.92 -0.39 4.07 -0.05
H 1.23 2.25 1.36 0.10
H -6.15 -3.72 0.25 0.09
H 2.98 -0.41 4.32 0.10
C 1.00 8.26 0.33 -0.33
C -4.31 -0.32 2.42 -0.22
C 3.60 0.67 -2.74 -0.07
H -1.28 2.11 -1.90 0.06
H -1.75 -0.39 -4.06 0.11
H -4.12 -6.00 0.03 0.11
Cl -1.11 -3.69 -2.29 0.26
H -5.06 -2.72 -1.69 0.10
S 4.11 -0.09 1.63 1.15
H -6.89 1.11 0.31 0.09
C -4.50 -3.45 -1.11 -0.22
C 0.15 -0.36 2.38 -0.19
Cl 0.69 -3.97 0.44 0.18
H -2.84 -1.92 -2.50 0.02
H -5.30 0.39 4.18 0.11
H -5.41 -5.87 1.22 0.10
C 0.67 2.80 0.60 -0.12
C -6.91 0.36 1.10 -0.17
C -3.33 -0.98 -2.71 -0.23
C 4.12 0.16 -0.09 -0.45
H -1.35 4.56 -2.06 0.10
H -2.21 -4.35 0.04 0.05
H -4.09 -1.19 -3.48 0.12
C -2.33 0.04 -3.24 -0.19
H -1.41 9.13 -1.66 0.10
H -2.43 2.18 -3.64 0.09
C -0.90 7.10 -1.16 -0.01
H -3.37 1.47 -0.95 0.10
C 4.91 0.75 -2.25 -0.08
H -3.35 1.20 -4.76 0.11
C -4.36 1.51 -2.87 -0.18
N 0.19 9.07 -0.37 0.12
S 2.26 9.06 1.37 0.38
C 0.97 -0.35 5.07 -0.09
C -4.71 -5.28 0.62 -0.20
H 1.29 4.75 1.30 0.12
C 2.41 -0.32 1.60 -0.54
C -5.59 -0.01 3.20 -0.19
H -3.19 -5.15 2.17 0.11
C -3.76 -4.48 1.51 -0.18
H -6.12 -1.03 -0.36 0.10
H -7.94 0.01 1.17 0.11
N -4.62 -0.53 1.00 -0.20
H -6.07 -4.92 -1.03 0.11
O 3.02 7.97 1.94 -0.38
N 0.93 6.93 0.33 0.16
Au -0.15 -0.67 0.32 0.96
O 1.46 9.81 2.33 -0.37
H -4.34 -3.80 2.16 0.11
H -1.63 0.27 -2.43 0.07
H -5.85 1.88 2.23 0.11
C -6.02 -0.82 0.71 -0.23
H 6.19 0.59 -0.53 0.11
H -1.69 6.66 -1.75 0.10
H -3.62 0.52 2.50 0.10
C -3.08 1.30 -3.70 -0.19
H -1.84 -0.29 3.14 0.05
C -0.04 4.86 -0.37 -0.14
H 3.41 0.90 -3.78 0.11
N -2.09 -0.64 0.59 -0.33
P -3.42 -1.12 -0.02 0.54
C -0.79 -0.32 3.40 -0.09
C -0.01 6.36 -0.41 -0.23
H -7.30 1.31 3.02 0.10
C 0.70 4.19 0.59 0.02
N -3.99 -0.50 -1.48 -0.20
N 1.89 -0.28 0.40 -0.09
C 1.51 -0.40 2.74 -0.26
H -6.16 -0.92 3.40 0.11
H 1.27 -0.33 6.11 0.10
H -3.81 -1.19 2.86 0.10
N -0.02 2.07 -0.27 0.04
C -5.46 -4.35 -0.32 -0.18
C 2.83 0.04 -0.59 -0.33
O 3.00 9.88 0.42 -0.37
H 5.72 1.03 -2.91 0.11
H -5.21 1.01 -3.35 0.11
C -0.38 -0.30 4.73 -0.07
H -4.62 2.57 -2.81 0.11
H -2.12 -3.08 1.25 0.08
H -1.12 -0.25 5.52 0.10
Si 0.22 -2.61 -1.09 -0.63
Cl 1.95 -2.71 -2.27 0.22
C -0.77 4.10 -1.28 -0.01
C -0.73 2.72 -1.19 -0.14
H -5.10 1.18 -0.87 0.09
C 2.55 0.32 -1.92 -0.09
C -4.21 0.96 -1.46 -0.20
C -6.45 0.99 2.43 -0.19
H 1.53 0.25 -2.29 0.09
C 5.18 0.50 -0.92 -0.08
H -3.94 -4.07 -1.82 0.10
C -0.74 8.48 -1.10 -0.13
H -6.35 -1.73 1.24 0.10
C -2.81 -3.67 0.65 -0.26
N -3.55 -2.76 -0.25 -0.21
```

---

4.
DFT (ωB97M-V/def2-TZVPD) results for C37H44F3N3O7PbSSb as an isolated structure.

Properties
Electronic energy   -3257.84266 Eh
HOMO-LUMO gap   0.2534 hartree
Charge   +1
Highest occupied orbital energy   -0.34151 Eh
ΔE to the lowest compared entry with this formula, charge and spin   38.0 kcal per mole

XYZ file:
```
97
Properties=species:S:1:pos:R:3:lowdin_charge:R:1
H 1.38 -2.76 -5.07 0.10
C 0.99 2.50 3.66 0.02
H 5.92 0.51 1.88 0.11
H -5.06 4.02 -2.70 0.13
H -5.83 -4.20 -1.40 0.13
S 4.69 1.37 -0.62 1.03
C 5.05 2.21 0.92 -0.41
C -3.92 -0.01 4.16 0.00
H 5.50 4.08 4.32 0.12
H -5.75 0.61 0.86 0.09
C -3.62 -1.32 4.54 -0.26
H 2.51 -0.52 4.02 0.13
H 3.07 -2.09 -5.27 0.11
C -3.71 0.32 2.81 -0.14
H 1.74 -1.89 -6.54 0.09
H -2.97 -2.72 1.56 0.09
C 4.61 3.52 1.09 -0.07
C 5.81 2.21 3.19 -0.06
H -0.54 5.08 -0.50 0.07
F -3.64 -1.61 5.87 0.04
C -3.26 -2.32 3.62 -0.01
C -3.32 -1.88 -1.00 -0.41
H 2.05 -3.82 -1.21 0.12
H 0.18 -5.11 2.86 0.08
C -5.28 3.27 -1.92 -0.01
F -4.42 -4.92 -3.56 0.04
H 1.30 3.22 2.89 0.08
C 0.22 2.89 -0.09 -0.62
F -7.59 3.80 -1.79 0.05
H -3.06 -3.36 3.94 0.13
H 3.01 -2.52 -0.47 0.16
H -3.23 2.67 -1.96 0.11
C 0.53 5.12 -0.58 -0.07
C -4.52 -2.56 -0.83 -0.11
C 2.14 -1.55 -2.69 -0.09
H 0.21 -3.28 2.79 0.09
C 1.98 -1.93 -5.47 -0.05
C -4.39 1.53 -0.49 -0.41
H 3.01 -1.04 -2.27 0.12
H 1.08 -6.27 1.27 0.10
H -0.09 -0.27 -6.20 0.11
H -5.17 -2.27 0.00 0.10
N 1.49 -0.70 -4.88 -0.16
C 5.09 2.70 -1.86 -0.20
H 6.09 3.06 -1.66 0.06
H -3.82 1.36 2.48 0.10
H 0.95 -5.63 -0.44 0.10
N 1.06 -4.23 1.18 -0.15
H 1.85 0.71 5.23 0.13
C -3.33 -0.64 1.87 -0.38
H -0.10 2.52 3.65 0.09
H -7.72 2.15 0.21 0.13
H 1.69 -4.22 3.22 0.11
H 1.49 0.57 -6.51 0.09
C -2.74 -3.46 -2.75 -0.02
H 1.36 2.83 4.65 0.09
H 6.15 1.62 4.05 0.12
C -6.73 2.20 -0.30 0.01
H 4.40 3.54 -1.80 0.05
C -3.18 -1.95 2.28 -0.13
C 1.42 -0.52 -3.53 -0.41
O 1.07 3.80 -0.55 -0.14
C 0.75 -4.22 2.60 -0.04
H 2.49 -5.58 0.45 0.09
C -5.63 1.40 0.11 -0.12
C 1.54 1.12 3.27 -0.48
O 3.11 1.21 -0.74 -0.71
H -4.21 0.75 4.89 0.12
H -1.37 -2.01 -1.91 0.09
C -6.52 3.08 -1.36 -0.27
N 2.03 0.35 4.28 0.18
O 0.87 -1.95 1.25 -0.05
H 4.97 2.17 -2.85 0.07
C 5.59 1.54 1.99 -0.10
H 0.48 1.11 -5.12 0.10
H 4.23 4.00 0.21 0.10
C -4.20 2.50 -1.45 -0.14
C -2.42 -2.40 -1.90 -0.16
C 1.42 -5.49 0.56 -0.05
O 0.83 0.45 -3.02 -0.04
Sb -2.84 0.07 -0.15 1.53
H 4.46 5.20 2.37 0.11
H 0.79 5.57 -1.55 0.09
C 4.83 4.19 2.29 -0.06
H -2.06 -3.76 -3.57 0.12
O 1.60 0.74 2.07 -0.19
C 1.23 -2.97 0.64 -0.41
C -3.99 -4.06 -2.59 -0.27
C 0.79 0.24 -5.74 -0.03
H 0.92 5.73 0.25 0.09
O 1.30 -1.88 -1.51 -0.23
O -0.91 3.16 0.34 -0.08
C -4.90 -3.67 -1.61 0.00
C 1.96 -2.86 -0.67 -0.11
C 5.42 3.55 3.37 -0.05
Pb 0.95 0.72 -0.12 1.43
H 2.42 -2.44 -3.24 0.10
```

---

5.
DFT (ωB97M-V/def2-TZVPD) results for C37H44HgN4O5Sb as an isolated structure.

Properties
Electronic energy   -2425.27717 Eh
⟨S²⟩   0.763
HOMO-LUMO gap (alpha / beta)   0.1126 / 0.2131 hartree
Charge   -2
Highest occupied orbital energy (alpha / beta)   0.04025 / -0.06038 Eh
Spin multiplicity   2

XYZ file:
```
92
Properties=species:S:1:pos:R:3:lowdin_charge:R:1
H -2.65 -1.16 2.93 0.06
H -3.02 2.56 2.03 0.08
C 2.76 1.82 2.40 -0.12
H -2.10 -1.88 1.41 0.04
C -0.51 -1.79 4.46 -0.12
C 3.06 -1.04 -1.45 -0.25
H 2.84 -1.59 2.05 0.06
H -2.15 -4.54 -1.74 0.11
O 0.18 -4.17 -1.81 -0.03
N 2.49 0.22 -1.46 -0.03
H -2.02 2.55 4.44 0.08
H 2.15 -4.30 -1.09 0.08
H -3.27 0.06 -0.65 0.10
H 5.09 -0.41 -1.60 0.08
H 2.71 5.97 -1.19 0.07
H 1.26 -2.91 2.75 0.06
C -2.70 1.82 -2.69 -0.60
H 0.03 3.15 1.41 0.05
C 0.29 3.61 -1.10 -0.22
C 3.19 1.37 -1.47 -0.52
H 3.84 1.89 2.51 0.09
H -4.69 0.16 -6.58 0.10
C 2.40 0.15 4.23 -0.13
H -0.79 0.11 -3.56 0.08
C -2.47 -3.54 -1.50 -0.02
H 4.06 3.86 -1.40 0.09
H -4.56 2.31 -3.74 0.06
C -0.05 -2.98 -1.52 -0.50
H -4.57 -3.95 -1.43 0.10
C 2.30 0.41 2.73 -0.68
H 3.37 0.50 4.60 0.08
C -3.84 0.13 -5.92 -0.04
C 2.79 -3.44 -1.22 -0.05
C 2.36 2.59 -1.32 -0.27
H -2.07 1.83 0.72 0.05
H -0.96 -2.71 4.83 0.08
H 2.30 2.55 3.06 0.06
H -0.78 3.47 -1.05 0.08
H -0.58 1.58 4.74 0.06
H 3.21 -0.31 0.92 0.06
C 0.24 -2.94 2.39 -0.13
C 2.98 3.84 -1.31 -0.07
Hg 0.25 0.17 -1.25 1.04
C -0.57 -1.78 2.94 -0.68
C -3.06 -0.97 -0.89 -0.16
H 2.52 2.07 1.37 0.06
H -2.42 -2.90 2.82 0.08
N 1.00 2.48 -1.19 -0.02
N 0.84 -1.99 -1.33 -0.01
C -2.34 1.74 1.77 -0.14
H 1.62 0.67 4.78 0.06
C -3.79 -3.21 -1.33 -0.06
C -1.47 1.67 4.12 -0.13
H 0.21 5.74 -1.02 0.07
O -1.82 1.65 -1.84 -0.11
H 0.51 -1.75 4.82 0.05
C -3.82 0.98 -4.81 -0.29
C -2.02 -1.93 2.49 -0.14
C -1.66 0.10 -4.22 -0.04
N -1.77 -1.28 -1.03 0.06
H 6.06 -2.65 -1.49 0.08
H -0.86 -1.43 -5.48 0.10
O 4.42 1.52 -1.56 -0.06
C -1.09 1.79 2.65 -0.69
C 4.99 -2.53 -1.43 -0.13
H 0.40 3.28 3.13 0.06
C 4.44 -1.26 -1.51 -0.05
H -1.10 3.94 2.50 0.08
H 4.21 -0.52 2.35 0.09
C -1.69 -0.75 -5.31 -0.10
C 2.20 -2.18 -1.35 -0.24
H 2.33 -0.91 4.43 0.06
C -2.79 -0.74 -6.15 -0.12
C -1.47 -2.57 -1.35 -0.18
C -4.10 -1.87 -1.02 -0.05
H -1.07 -0.95 4.89 0.05
C 0.84 4.87 -1.10 -0.14
H -0.20 -3.89 2.71 0.08
H -2.88 0.80 1.90 0.05
O -3.62 2.68 -2.59 -0.02
H -2.82 -1.40 -7.01 0.09
C -2.71 0.95 -3.94 -0.07
H -5.11 -1.54 -0.88 0.10
Sb 0.21 0.09 1.84 1.62
C -0.39 3.11 2.41 -0.12
C 2.25 4.99 -1.19 -0.15
C 3.19 -0.56 1.97 -0.13
H 4.57 -4.62 -1.17 0.08
H -2.10 0.80 4.29 0.05
H 0.25 -2.93 1.30 0.06
C 4.16 -3.62 -1.26 -0.14
O -4.85 1.81 -4.59 0.02
```

---

The lowest charge belongs to which entry?
C37H44HgN4O5Sb